Density functional theory data (the ωB97M-V functional and the def2-TZVPD basis) for a molecular structure, C30H35N3O3Rb.

- total charge = -1

Each line ends with the Löwdin charge.
CARTESIAN COORDINATES (ANGSTROEM)
Rb 0.52325 0.35624 -0.45568  0.94
C 1.82979 2.90156 1.11969  -0.31
C 0.65898 3.47934 0.57182  -0.29
C 0.80439 3.49498 -0.83192  -0.32
C 2.06011 2.94385 -1.15461  -0.33
C 2.69443 2.57233 0.05215  -0.33
C 4.04675 1.94292 0.21597  -0.07
C 2.57353 2.76000 -2.55358  -0.06
C -0.18392 4.04529 -1.81855  -0.07
C -0.52423 4.02386 1.32306  -0.08
C 2.16486 2.71204 2.57077  -0.08
H 4.72455 2.55214 0.82776  0.07
H 4.54238 1.79527 -0.74665  0.05
H 4.00702 0.95823 0.70207  0.07
H 2.52352 3.68817 -3.13489  0.07
H 2.00791 2.01202 -3.12492  0.07
H 3.61876 2.44082 -2.56348  0.05
H 0.16615 4.96427 -2.30752  0.07
H -1.13116 4.29148 -1.33007  0.06
H -0.41715 3.34019 -2.62538  0.07
H -0.73341 5.07023 1.07163  0.07
H -0.35740 3.99959 2.40426  0.05
H -1.45268 3.46853 1.13195  0.06
H 3.08848 3.23061 2.85788  0.07
H 2.30906 1.65890 2.84799  0.07
H 1.37896 3.10072 3.22453  0.05
C -2.09038 0.89603 3.64722  -0.04
C -2.72358 -0.26675 4.04504  -0.07
C -2.23592 -1.48802 3.60066  -0.03
C -1.12187 -1.49223 2.77040  -0.24
N -0.50988 -0.37358 2.38980  0.10
C -0.98276 0.79188 2.81459  -0.11
C -0.55320 -2.76007 2.20646  -0.20
C -0.74703 -3.99365 2.82072  -0.02
C -0.18957 -5.11523 2.22832  -0.06
C 0.54064 -4.97207 1.06225  -0.02
C 0.69338 -3.69695 0.52299  -0.20
N 0.14892 -2.62331 1.08761  0.17
C 1.49388 -3.45245 -0.71364  -0.23
C 1.57391 -4.39271 -1.73208  -0.02
C 2.29807 -4.07724 -2.86997  -0.06
C 2.92387 -2.84790 -2.94718  -0.05
C 2.79018 -1.97816 -1.87524  -0.13
N 2.09593 -2.26636 -0.78129  0.08
H -2.44276 1.87126 3.95459  0.11
H -3.59898 -0.23204 4.68187  0.10
H -2.73552 -2.40775 3.87234  0.10
H -0.45972 1.67294 2.45927  0.08
H -1.29570 -4.07454 3.74858  0.10
H -0.30984 -6.08956 2.68526  0.10
H 1.00951 -5.82599 0.59274  0.11
H 1.03495 -5.32827 -1.66434  0.11
H 2.33282 -4.76660 -3.70279  0.11
H 3.45809 -2.53961 -3.83388  0.11
H 3.24308 -0.99212 -1.90703  0.11
O 0.15383 -2.17874 -4.21258  -0.08
C -0.40919 -1.68973 -3.22583  -0.64
O -0.27730 -0.54279 -2.71865  -0.30
H -1.13549 -2.36154 -2.68565  0.10
C -3.71129 -0.82818 -1.28271  -0.15
C -3.95779 0.54767 -1.90500  -0.15
C -2.73400 1.30725 -1.42661  -0.21
O -2.55932 0.87314 -0.06893  -0.19
C -2.96124 -0.49654 0.01607  -0.20
H -3.07347 -1.41648 -1.94181  0.09
H -4.62715 -1.39060 -1.09842  0.11
H -4.86807 1.00462 -1.50788  0.11
H -4.02831 0.51233 -2.99192  0.11
H -2.84113 2.39053 -1.40849  0.12
H -1.86343 1.02445 -2.02555  0.08
H -3.58718 -0.59969 0.90690  0.12
H -2.08292 -1.13824 0.13950  0.09

=====

Density functional theory data (the ωB97M-V functional and the def2-TZVPD basis) for a molecular structure, C30H36BFN5O5SZn.

- total charge = -1

Each line ends with the Löwdin charge.
CARTESIAN COORDINATES (ANGSTROEM)
Zn 0.36652 0.25624 -1.04442  0.68
C -0.15720 3.64241 4.54405  -0.11
C -0.53076 2.18351 4.25960  -0.31
N 0.47033 1.47339 3.50361  -0.05
C 0.74382 1.64553 2.17515  -0.87
S -0.23232 2.58779 1.16778  0.65
N 1.88688 1.06023 1.82213  -0.03
N 2.08308 0.86249 0.49618  0.00
C 3.27964 0.81374 0.03905  -0.28
C 4.51352 0.98936 0.90303  -0.05
C 3.42265 0.58259 -1.40176  -0.22
C 4.61578 0.89129 -2.05853  -0.02
C 4.71091 0.70622 -3.43383  -0.08
C 3.60545 0.22904 -4.11107  -0.07
C 2.46319 -0.07658 -3.39511  -0.10
N 2.38740 0.08832 -2.06853  0.08
H -0.98308 4.16549 5.05380  0.07
H 0.71238 3.71365 5.18128  0.06
H 0.00897 4.12147 3.58019  0.03
H -0.69802 1.65630 5.19410  0.10
H -1.45052 2.18347 3.68156  0.08
H 1.12654 0.88690 4.00675  0.12
H 4.29974 0.66121 1.91314  0.05
H 5.30905 0.35492 0.49283  0.07
H 4.84599 2.03892 0.93332  0.08
H 5.43108 1.33711 -1.52720  0.09
H 5.63001 0.95361 -3.95384  0.10
H 3.65597 0.09286 -5.19527  0.10
H 1.53521 -0.44629 -3.83445  0.12
C -1.87673 -6.97047 -0.31988  -0.05
C -2.42980 -6.07289 0.78770  -0.31
C -2.21615 -6.72318 2.13763  -0.15
C -2.75467 -5.83759 3.26620  -0.13
C -2.16120 -4.45807 3.15260  -0.15
C -2.02895 -3.66977 4.27826  0.04
C -1.48046 -2.39591 4.19258  -0.25
F -1.37063 -1.69057 5.34450  0.05
C -1.03753 -1.87424 2.99783  0.09
C -1.18041 -2.65326 1.84357  -0.02
C -0.72524 -2.06924 0.54898  -0.25
O -0.20271 -0.93630 0.55524  -0.03
C -0.95985 -2.90531 -0.58982  -0.01
C -1.49347 -4.15157 -0.39829  0.02
N -1.85258 -4.71188 0.77315  0.02
C -1.73208 -3.95308 1.92153  -0.08
C -0.59334 -2.55945 -2.04014  -0.62
O -0.85443 -3.39659 -2.90370  -0.01
O -0.02941 -1.44954 -2.21136  -0.08
H -2.26347 -7.98997 -0.16688  0.09
H -0.78623 -6.99500 -0.27876  0.10
H -2.19919 -6.62829 -1.31081  0.08
H -3.51388 -5.96407 0.62972  0.16
H -1.14976 -6.89023 2.31253  0.13
H -2.75485 -7.67245 2.13787  0.12
H -2.52951 -6.26580 4.23701  0.11
H -3.84969 -5.76220 3.19045  0.13
H -2.33141 -4.05039 5.24293  0.12
H -0.60033 -0.87871 2.88840  0.12
H -1.62977 -4.74285 -1.29557  0.12
C 0.86829 4.98027 -1.61159  -0.02
C 0.20716 4.21060 -2.76667  -0.47
C 0.67287 4.77259 -4.11628  -0.02
O 0.64851 2.82754 -2.71412  0.01
B -0.27367 2.04887 -1.98940  -0.59
O -1.44900 2.78108 -1.91491  0.00
C -1.33678 4.04891 -2.59470  -0.48
C -2.07092 3.92792 -3.93746  -0.02
C -2.00635 5.10013 -1.70910  -0.02
H 1.95693 4.92788 -1.73475  0.09
H 0.62448 4.52122 -0.65847  0.03
H 0.55773 6.02555 -1.61284  0.08
H 1.76259 4.78844 -4.10812  0.08
H 0.28968 5.79148 -4.21887  0.08
H 0.32391 4.14626 -4.93848  0.08
H -1.60864 3.13592 -4.52542  0.09
H -2.03009 4.88326 -4.48441  0.08
H -3.11992 3.65765 -3.77253  0.09
H -1.51624 5.14703 -0.72930  0.08
H -3.04826 4.84514 -1.54723  0.08
H -1.91670 6.09594 -2.16238  0.09

=====

ΔE to the lowest compared entry with this formula, charge and spin across the listed records, respectively: 0.0 15.8 kcal/mol.
Total energy across the listed records, respectively: -1578.3352 -4117.2423 Eh.
Largest force on an atom across the listed records, respectively: 0.01432 0.01714 hartree/bohr.